Run i
{
  "formula": "C22H27N3O3",
  "method": "ωB97M-V/def2-TZVPD",
  "e_homo_ev": -8.34,
  "molar_mass_g_mol": 381.5,
  "smiles": "COc1ccc(CCN2C[C@@H](C(=O)NCCc3ccccn3)CCC2=O)cc1",
  "gap_ha": 0.3333,
  "species": ["C", "O", "C", "C", "C", "C", "C", "C", "N", "C", "C", "C", "O", "N", "C", "C", "C", "C", "C", "C", "C", "N", "C", "C", "C", "O", "C", "C", "H", "H", "H", "H", "H", "H", "H", "H", "H", "H", "H", "H", "H", "H", "H", "H", "H", "H", "H", "H", "H", "H", "H", "H", "H", "H", "H"],
  "xyz": [[7.19820, 1.06874, 1.60276], [6.47709, 1.21663, 0.40492], [5.36680, 0.44838, 0.21427], [4.70060, 0.63167, -0.99880], [3.57031, -0.09867, -1.29191], [3.07046, -1.03381, -0.39056], [1.82061, -1.80190, -0.70788], [0.57796, -0.95506, -0.38885], [-0.64785, -1.63881, -0.73038], [-1.12483, -2.70764, 0.11203], [-2.63230, -2.57860, 0.40642], [-2.85398, -1.65981, 1.61137], [-3.36216, -2.05766, 2.64105], [-2.37795, -0.41332, 1.44154], [-2.63272, 0.65029, 2.38023], [-3.56075, 1.70998, 1.76865], [-2.93230, 2.39931, 0.58856], [-2.89637, 3.78656, 0.49214], [-2.31994, 4.36719, -0.62548], [-1.79138, 3.54800, -1.61014], [-1.86293, 2.17632, -1.42572], [-2.41901, 1.62170, -0.36176], [-3.38871, -2.08469, -0.83878], [-2.52465, -2.20837, -2.09529], [-1.25835, -1.40020, -1.91350], [-0.85233, -0.58469, -2.72059], [3.73247, -1.20524, 0.81398], [4.87135, -0.47873, 1.12245], [8.03307, 1.76431, 1.53247], [6.58775, 1.32498, 2.47510], [7.58543, 0.05082, 1.71686], [5.09608, 1.35399, -1.69523], [3.06647, 0.05110, -2.23539], [1.79673, -2.05606, -1.76939], [1.78949, -2.72663, -0.12778], [0.56086, -0.69869, 0.67447], [0.60984, -0.03513, -0.97680], [-0.93891, -3.67720, -0.36942], [-0.56564, -2.68861, 1.04946], [-3.00013, -3.56387, 0.70595], [-2.11338, -0.07506, 0.51831], [-1.68285, 1.11546, 2.66712], [-3.09628, 0.20656, 3.26474], [-4.47904, 1.21391, 1.44266], [-3.82234, 2.44642, 2.52900], [-3.31508, 4.39745, 1.27771], [-2.28340, 5.44270, -0.72437], [-1.33447, 3.95904, -2.49606], [-1.46267, 1.48468, -2.15519], [-3.66812, -1.03543, -0.72118], [-4.30905, -2.65572, -0.96690], [-3.05503, -1.82996, -2.96910], [-2.26537, -3.25403, -2.27702], [3.36222, -1.92465, 1.53090], [5.35926, -0.64767, 2.06960]]
}

Run ii
{
  "formula": "C22H27N3O3",
  "method": "ωB97M-V/def2-TZVPD",
  "e_homo_ev": -8.05,
  "molar_mass_g_mol": 381.5,
  "smiles": "COc1ccccc1CNC(=O)CN1CCN(c2ccc(C(C)=O)cc2)CC1",
  "gap_ha": 0.3132,
  "species": ["C", "O", "C", "C", "C", "C", "C", "C", "C", "N", "C", "O", "C", "N", "C", "C", "N", "C", "C", "C", "C", "C", "C", "O", "C", "C", "C", "C", "H", "H", "H", "H", "H", "H", "H", "H", "H", "H", "H", "H", "H", "H", "H", "H", "H", "H", "H", "H", "H", "H", "H", "H", "H", "H", "H"],
  "xyz": [[0.54464, -4.98602, 3.56847], [0.17517, -3.63584, 3.68944], [-1.13886, -3.32115, 3.84354], [-2.18195, -4.23847, 3.80636], [-3.49040, -3.81248, 3.96796], [-3.77315, -2.47521, 4.16622], [-2.73475, -1.55817, 4.20230], [-1.42006, -1.95987, 4.04910], [-0.28863, -0.96995, 4.08388], [0.44030, -0.96126, 2.83514], [1.76966, -1.14568, 2.75540], [2.51409, -1.19804, 3.71034], [2.26566, -1.28619, 1.31467], [1.40649, -0.58474, 0.38047], [1.57151, 0.85620, 0.46855], [0.50710, 1.52465, -0.39600], [0.64857, 1.10048, -1.77164], [0.35238, 1.93931, -2.82083], [-0.26709, 1.48237, -3.99393], [-0.50863, 2.33668, -5.04306], [-0.15378, 3.68706, -4.98793], [-0.46161, 4.53911, -6.14985], [-0.13461, 6.01146, -6.03209], [-0.96059, 4.08595, -7.16046], [0.47081, 4.14460, -3.82543], [0.71869, 3.29437, -2.77377], [0.54723, -0.33503, -1.89230], [1.59702, -0.99836, -0.99657], [1.63245, -4.98549, 3.51864], [0.13921, -5.43576, 2.65543], [0.22337, -5.57184, 4.43543], [-1.98607, -5.28810, 3.65367], [-4.28935, -4.53824, 3.93737], [-4.79274, -2.14526, 4.29206], [-2.94804, -0.51082, 4.36074], [0.43970, -1.24265, 4.85447], [-0.67811, 0.03228, 4.29832], [-0.07979, -0.96945, 1.96986], [3.31497, -0.95422, 1.27107], [2.24308, -2.35475, 1.07992], [1.45179, 1.16375, 1.50893], [2.57343, 1.16674, 0.12464], [0.58757, 2.60639, -0.31808], [-0.48468, 1.22449, -0.02114], [-0.58905, 0.45646, -4.07739], [-0.99863, 1.97800, -5.93616], [0.93612, 6.14609, -5.89460], [-0.65481, 6.44615, -5.18159], [-0.44425, 6.51887, -6.94216], [0.78190, 5.17420, -3.73928], [1.23055, 3.68198, -1.90608], [0.74236, -0.63255, -2.92219], [-0.45225, -0.68855, -1.59570], [1.48337, -2.08313, -1.05897], [2.60267, -0.73037, -1.36520]]
}

Stability, lowest: run ii

Run i
{
  "formula": "C7H12N2O2",
  "method": "ωB97M-V/def2-TZVPD",
  "e_homo_ev": [-7.07, -7.07],
  "molar_mass_g_mol": 156.2,
  "gap_ha": [0.2670, 0.2671],
  "species": ["C", "C", "C", "C", "C", "C", "C", "N", "N", "O", "O", "H", "H", "H", "H", "H", "H", "H", "H", "H", "H", "H", "H"],
  "xyz": [[-1.97851, 0.05670, -1.51919], [0.19230, -1.49692, -1.51880], [-1.19409, -1.04636, -1.82111], [-1.68594, 1.35579, -0.98851], [-0.17370, 1.37026, 2.52303], [3.14166, -0.61354, 0.24723], [-0.84663, 0.76020, 1.34855], [1.07740, -0.82482, -0.78548], [-1.23194, 1.64549, 0.17535], [-1.74451, -1.88120, -2.78059], [2.33387, -1.42436, -0.46178], [-2.88142, 0.04348, -2.16840], [0.56480, -2.50599, -1.80692], [-0.72560, 2.26404, 2.82490], [-0.00828, 0.60390, 3.22315], [0.81078, 1.68982, 2.14632], [2.88081, 0.44089, 0.00811], [4.12289, -0.75853, 0.12190], [2.94718, -0.69468, 1.27414], [-0.13265, 0.04364, 1.05860], [-1.77863, 0.25668, 1.45863], [-0.94585, 2.61496, 0.37595], [-2.74396, -1.89946, -2.93504]]
}

Run ii
{
  "formula": "C7H12N2O2",
  "method": "ωB97M-V/def2-TZVPD",
  "e_homo_ev": [-8.55, -7.28],
  "molar_mass_g_mol": 156.2,
  "gap_ha": [0.3238, 0.2611],
  "species": ["C", "C", "C", "C", "C", "C", "C", "N", "N", "O", "O", "H", "H", "H", "H", "H", "H", "H", "H", "H", "H", "H", "H"],
  "xyz": [[1.30090, -0.36169, -1.10746], [-0.16092, -0.49874, -1.27231], [-0.41796, 0.56744, 0.84061], [2.16560, -0.80433, -2.18425], [-0.11165, 1.98159, 0.74804], [-0.59429, -0.07827, 2.20051], [-2.25375, -0.81875, 0.00509], [-0.90239, -0.24536, -0.13172], [1.76442, -0.18144, 0.09203], [2.76681, 0.11990, 0.70055], [-0.65480, -1.10299, -2.21954], [1.52926, -1.20217, -2.99774], [2.91468, -1.50908, -2.04042], [2.45720, 0.14344, -2.59389], [0.93101, 2.28890, 0.46460], [-0.22553, 2.41355, 1.74486], [-0.75152, 2.52181, 0.02769], [-1.59610, -0.24252, 2.39306], [-0.24450, 0.55473, 3.01621], [-0.18646, -1.06062, 2.23075], [-2.35468, -1.43757, -0.87951], [-2.42592, -1.04363, 1.06882], [-2.94941, -0.00420, -0.10596]]
}

Stability, lowest: run i

Run i
{
  "formula": "C5H9NOS",
  "method": "ωB97M-V/def2-TZVPD",
  "e_homo_ev": -8.94,
  "molar_mass_g_mol": 131.2,
  "smiles": "C[C@H]1N[C@@H](CS)C1=O",
  "gap_ha": 0.3546,
  "species": ["C", "C", "N", "C", "C", "S", "C", "O", "H", "H", "H", "H", "H", "H", "H", "H", "H"],
  "xyz": [[-1.93153, 1.32682, -0.25169], [-1.30584, -0.19208, -0.42513], [-0.07479, -0.59597, -1.12051], [0.48258, -1.13030, 0.00080], [1.99059, -0.90611, 0.18902], [2.56866, 0.95460, 0.08316], [-0.57267, -0.32806, 0.89792], [-0.66413, -0.03902, 2.09171], [-1.06021, 2.17539, -0.38186], [-2.50767, 1.38092, -1.24099], [-2.52464, 1.40016, 0.67735], [-2.09054, -0.95280, -0.58414], [0.38023, 0.39924, -1.47275], [0.26537, -2.08606, 0.05599], [2.45349, -1.47630, 0.97066], [2.32578, -1.37013, -0.76785], [2.26534, 1.43970, 1.27831]]
}

Run ii
{
  "formula": "C5H9NOS",
  "method": "ωB97M-V/def2-TZVPD",
  "e_homo_ev": -9.23,
  "molar_mass_g_mol": 131.2,
  "gap_ha": 0.3699,
  "species": ["C", "C", "C", "C", "C", "N", "O", "S", "H", "H", "H", "H", "H", "H", "H", "H", "H"],
  "xyz": [[1.08607, 1.86849, 1.23695], [-1.33734, -0.94280, 0.41279], [1.23452, 0.98069, 0.29604], [-2.48297, -1.82286, -0.13489], [1.32169, 1.16236, -1.20273], [-0.23390, -1.44708, 0.72472], [2.21386, -1.41617, -0.23712], [1.42093, -0.75764, 0.87911], [1.31325, 1.54689, 2.23933], [0.97875, 2.92989, 1.03184], [-1.30867, 0.14806, 0.20422], [-2.21060, -1.85734, -1.11775], [-3.44632, -1.39766, -0.00861], [-2.47202, -2.84482, 0.32638], [1.32686, 2.38292, -1.32858], [0.46396, 0.78833, -1.79883], [2.13194, 0.67874, -1.52288]]
}

Stability, lowest: run i

Run i
{
  "formula": "C5H9NOS",
  "method": "ωB97M-V/def2-TZVPD",
  "e_homo_ev": -8.96,
  "molar_mass_g_mol": 131.2,
  "gap_ha": 0.3486,
  "species": ["C", "C", "C", "C", "C", "H", "H", "H", "H", "H", "H", "H", "H", "H", "N", "O", "S"],
  "xyz": [[2.37735, -0.18985, -0.09081], [1.18488, 0.38645, 0.49987], [-0.67543, 1.02379, -0.21100], [-0.32126, -0.27174, 0.36341], [-0.95498, -0.76646, 1.68982], [3.07056, 0.90209, -0.27290], [2.90660, -0.95847, 0.79994], [2.26388, -0.94536, -1.23527], [1.15770, 0.48904, 1.55595], [0.98943, 2.42111, -0.13517], [-1.99443, -1.50960, 1.59977], [-1.18520, 0.15872, 2.39442], [-0.21525, -1.47136, 2.14096], [-1.87276, -1.55044, -0.76615], [0.61123, 1.42633, -0.10836], [-1.63551, 1.68156, -0.53427], [-0.37365, -1.37910, -0.90979]]
}

Run ii
{
  "formula": "C5H9NOS",
  "method": "ωB97M-V/def2-TZVPD",
  "e_homo_ev": -9.18,
  "molar_mass_g_mol": 131.2,
  "smiles": "C[C@@H]1NC(=O)[C@@]1(C)S",
  "gap_ha": 0.3625,
  "species": ["C", "C", "N", "C", "O", "C", "C", "S", "H", "H", "H", "H", "H", "H", "H", "H", "H"],
  "xyz": [[1.13692, -0.78370, 0.59810], [-0.29870, -0.23538, 1.04521], [-1.37301, -1.21106, 0.96991], [-2.19604, -0.52334, 0.13939], [-3.29524, -0.64028, -0.33652], [-1.10372, 0.51064, -0.07827], [-0.39879, 0.60344, -1.39496], [-1.75317, 2.09443, 0.45998], [1.77678, -0.82560, 1.33538], [1.56928, -0.27397, -0.29603], [0.88143, -1.83259, 0.38029], [-0.14516, 0.31782, 1.96187], [-1.70755, -1.89046, 1.70680], [0.44929, 1.35496, -1.41582], [-1.11787, 1.03792, -2.08915], [-0.24699, -0.35598, -1.75377], [-0.64388, 2.87783, -0.01279]]
}

Stability, lowest: run i